[1]
A 4-piece molecular cluster, C12H18ClO10 overall at a distorted geometry. Source: the OMol25 dataset; level of theory: wB97M-V/def2-TZVPD.

Structure (XYZ):
```
41
C12H18ClO10, DFT wB97M-V/def2-TZVPD
Cl -17.16043 -20.29203 2.49575
O -15.83255 -20.00402 2.98358
O -17.70566 -21.35793 3.28482
O -17.96115 -19.03507 2.69406
O -17.22034 -20.65517 1.11692
C -20.30123 -19.54133 -0.45096
O -21.03554 -18.47300 -1.05973
C -20.79635 -18.14659 -2.38822
O -21.38826 -17.36693 -3.09475
O -19.84480 -19.05907 -2.89070
C -19.36440 -18.89487 -4.17076
H -20.05677 -20.43595 -1.02367
H -20.96432 -19.98754 0.29020
H -19.40970 -19.22147 0.08845
H -18.58143 -19.65186 -4.21572
H -18.98699 -17.88808 -4.34975
H -20.14792 -19.05362 -4.91170
C -14.50679 -21.62618 5.85054
O -14.55189 -23.05122 5.90038
C -14.69603 -23.82002 4.79748
O -14.78837 -25.03799 4.77325
O -14.59557 -23.05101 3.62294
C -14.30724 -23.68239 2.31472
H -14.03954 -21.15794 4.98422
H -14.06464 -21.29029 6.78850
H -15.53567 -21.27245 5.91678
H -15.20009 -23.81895 1.70457
H -13.79203 -24.63415 2.44435
H -13.59896 -23.03529 1.79733
C -12.10755 -20.98231 2.72523
C -11.90295 -19.71782 3.33263
C -10.62241 -19.24235 3.59155
C -9.61735 -20.12221 3.21979
C -9.80427 -21.41529 2.66681
C -11.10159 -21.82527 2.45358
H -13.14997 -21.23470 2.59854
H -12.72151 -19.05091 3.55977
H -10.54864 -18.24896 4.00886
H -8.59821 -19.79398 3.36126
H -8.93525 -22.04898 2.56857
H -11.17852 -22.80836 2.01310
```

Output
* E: -45719.864 eV
* total charge: 0
* Kohn-Sham gap (alpha / beta): 5.899 / 1.707 eV
* spin multiplicity: 2
* LUMO level (alpha / beta): -2.4959 / -6.6746 eV
* energy above the lowest of the compared OMol25 structures with the same formula, charge and spin: 35.69 kcal per mole

Results of the Löwdin charge analysis, in e, for atoms 1 through 4: 0.63 -0.42 -0.37 -0.40

[2]
C6H13N3OS3 in the gas phase at a distorted geometry. Source: the OMol25 dataset; level of theory: wB97M-V/def2-TZVPD.

Structure (XYZ):
```
26
C6H13N3OS3, DFT wB97M-V/def2-TZVPD
N 3.79140 0.22250 -1.34972
C 2.91304 0.69382 -0.38322
O 3.06900 1.78140 0.15264
N 1.85790 -0.13727 -0.21307
C 0.55951 0.16112 0.42389
C -0.15011 1.43704 -0.07763
C -1.58834 1.48890 0.55811
N -2.29886 0.28406 0.31251
S -3.69905 0.26834 -0.64204
C -1.60249 -0.89829 0.76501
C -0.29263 -1.08548 0.27355
S -0.41747 -1.65339 -1.51563
S 0.60228 -2.46104 1.22625
H 3.67640 -0.69502 -1.86849
H 4.76530 0.51319 -1.29296
H 1.70184 -0.96817 -0.86702
H 0.67432 0.15501 1.52850
H -0.28022 1.27318 -1.16241
H 0.42124 2.29100 0.13991
H -1.26977 1.66385 1.60084
H -2.24260 2.36472 0.35841
H -4.50098 0.69539 0.23424
H -2.15413 -1.75849 0.58136
H -1.51823 -0.91055 1.92025
H -1.68765 -1.27928 -1.78418
H -0.32967 -3.44654 1.08092
```

Output
* E: -45455.592 eV
* total charge: 0
* Kohn-Sham gap: 9.263 eV
* SMILES: NC(=O)N[C@H]1CCN(S)CC1(S)S
* LUMO level: 0.4212 eV
* energy above the lowest of the compared OMol25 structures with the same formula, charge and spin: 0.00 kcal per mole

Results of the Löwdin charge analysis, in e, for atoms 1 through 4: 0.12 -0.62 0.05 0.05

[3]
C46H64IrN7OSeSi as an isolated structure. Source: the OMol25 dataset; level of theory: wB97M-V/def2-TZVPD.

Structure (XYZ):
```
121
C46H64IrN7OSeSi, DFT wB97M-V/def2-TZVPD
Ir 0.29479 0.77891 -0.56184
C -2.99304 -0.98380 1.72447
C -2.01513 -0.35862 0.78185
N -0.73430 -0.50953 0.82413
C -0.15377 -1.38441 1.84800
C 0.98647 -2.26445 1.35420
N 2.01642 -1.53083 0.65962
C 2.78685 -0.57168 1.42332
C 3.42784 0.39464 0.45196
N 2.39701 1.20663 -0.24997
C 2.93969 1.73211 -1.53593
C 1.91815 2.53031 -2.36149
N 0.55787 2.11753 -2.01348
C -0.52032 2.53477 -2.58272
C -0.56316 3.50808 -3.70624
C -1.78160 1.98802 -1.99785
C -3.07869 2.34558 -2.31929
C -4.11991 1.76011 -1.60555
C -3.86214 0.86068 -0.57789
C -2.54114 0.53918 -0.29176
N -1.57430 1.09061 -1.02019
H -2.61055 -0.99065 2.74259
H -3.21522 -2.01290 1.42739
H -3.92700 -0.42932 1.73247
H -0.90962 -2.04424 2.26836
H 0.18754 -0.73355 2.65848
H 0.59646 -3.00710 0.65875
H 1.34725 -2.81333 2.23723
H 2.62512 -2.17286 0.16897
H 3.55955 -1.02202 2.05873
H 2.11948 -0.01446 2.08811
H 3.99961 -0.15715 -0.29218
H 4.12443 1.06524 0.96037
H 2.21173 2.00682 0.35799
H 3.28557 0.87183 -2.10688
H 3.80692 2.36452 -1.33402
H 2.08951 2.33125 -3.42074
H 2.02244 3.60626 -2.20646
H 0.38282 3.55183 -4.24007
H -0.78682 4.50681 -3.32221
H -1.34717 3.24449 -4.41490
H -3.28150 3.06489 -3.10019
H -5.14252 2.01855 -1.84500
H -4.67848 0.42763 -0.01897
C 3.99206 -4.30131 -0.65245
C 4.74237 -3.55972 -1.75453
C 4.05014 -2.30193 -2.28427
C 2.97671 -2.50313 -3.34323
N 1.77098 -3.20934 -2.89263
C 0.63449 -2.65632 -2.43861
Se 0.25435 -0.79534 -2.52664
N -0.31338 -3.61228 -2.34815
C -1.73417 -3.37390 -2.04063
C -2.41850 -4.32331 -1.05799
C -1.89263 -4.35624 0.37766
C -0.61298 -5.15884 0.59990
C 0.22436 -4.81921 -2.79859
C -0.33358 -6.08180 -3.00777
C 0.50036 -7.05753 -3.50731
C 1.84985 -6.80154 -3.80066
C 2.39739 -5.55178 -3.61958
C 1.55094 -4.56403 -3.12054
H 4.55451 -5.17718 -0.33124
H 3.00526 -4.64852 -0.96333
H 3.87170 -3.66946 0.23358
H 4.94848 -4.23211 -2.59146
H 5.72266 -3.27431 -1.36953
H 4.79919 -1.65735 -2.75311
H 3.61744 -1.72580 -1.46191
H 3.36903 -3.08204 -4.17893
H 2.64844 -1.54250 -3.73635
H -2.26872 -3.39022 -2.99311
H -1.78664 -2.35426 -1.66042
H -2.46954 -5.33649 -1.45140
H -3.45562 -3.97628 -1.04270
H -2.67427 -4.79372 1.00193
H -1.77201 -3.32656 0.73532
H -0.74260 -6.18549 0.25547
H -0.36155 -5.20292 1.66001
H 0.24923 -4.74752 0.07213
H -1.37151 -6.29987 -2.81913
H 0.10217 -8.04601 -3.69000
H 2.46455 -7.59972 -4.19279
H 3.43018 -5.35362 -3.86702
C -0.16902 5.18353 3.93594
C 0.72985 4.46279 2.98049
C 1.68789 3.49011 3.59581
C 1.28167 5.26576 1.84057
Si -0.80652 3.10094 1.79870
O 0.14570 2.35951 0.77970
C -1.63375 2.05429 3.07974
C -0.90960 1.14006 3.85899
C -1.53787 0.36214 4.81941
C -2.91143 0.47068 5.00796
C -3.65154 1.34539 4.22540
C -3.01951 2.13303 3.27190
C -1.81372 4.46133 1.07355
C -1.52573 4.88314 -0.23152
C -2.24260 5.91243 -0.81993
C -3.26481 6.53627 -0.11342
C -3.55991 6.13645 1.18277
C -2.83565 5.11243 1.77431
H 0.47630 5.77641 4.59988
H -0.73134 4.50577 4.58013
H -0.84335 5.87615 3.43715
H 2.50992 4.08140 4.02265
H 2.13309 2.81150 2.86503
H 1.25099 2.93093 4.41732
H 2.02705 5.95226 2.26533
H 0.52795 5.87654 1.34930
H 1.79606 4.64674 1.10423
H 0.15924 1.04114 3.72186
H -0.96061 -0.31844 5.43214
H -3.40176 -0.12134 5.76975
H -4.72027 1.43171 4.37256
H -3.61680 2.81861 2.68058
H -0.70479 4.41770 -0.76722
H -1.99842 6.25389 -1.81810
H -3.82209 7.34435 -0.56842
H -4.34613 6.63148 1.73665
H -3.06474 4.83604 2.79761
```

Output
* E: -137262.973 eV
* total charge: +3
* Kohn-Sham gap (alpha / beta): 7.069 / 6.026 eV
* spin multiplicity: 2
* LUMO level (alpha / beta): -8.3488 / -9.4172 eV
* energy above the lowest of the compared OMol25 structures with the same formula, charge and spin: 5.04 kcal per mole

Results of the Löwdin charge analysis, in e, for atoms 1 through 4: 1.18 0.02 -0.24 -0.01

[4]
A 2-piece molecular cluster, C3NO3S overall at a distorted geometry. Source: the OMol25 dataset; level of theory: wB97M-V/def2-TZVPD.

Structure (XYZ):
```
8
C3NO3S, DFT wB97M-V/def2-TZVPD
C -1.39058 0.19778 -0.37660
C 0.75966 -1.42521 -0.55699
C 1.10687 1.74050 0.84798
N -0.36833 -1.01385 -0.39602
O -2.41705 -0.15153 -0.85131
O -0.90739 1.27169 -0.08555
O 0.96710 1.30881 1.88447
S 2.24972 -1.92819 -0.46598
```

Output
* E: -21580.239 eV
* total charge: -1
* Kohn-Sham gap: 8.394 eV
* LUMO level: 3.3421 eV
* energy above the lowest of the compared OMol25 structures with the same formula, charge and spin: 16.09 kcal per mole

Results of the Löwdin charge analysis, in e, for atoms 1 through 4: -0.75 -0.86 -0.04 0.14

[5]
C19H21InN3O2PS as an isolated structure. Source: the OMol25 dataset; level of theory: wB97M-V/def2-TZVPD.

Structure (XYZ):
```
48
C19H21InN3O2PS, DFT wB97M-V/def2-TZVPD
In -0.50292 -0.09088 -0.88821
O 2.31190 0.81087 -1.54566
C 2.04082 -0.23753 -0.99530
O 1.18434 -1.12904 -1.48686
C 2.34921 -0.44816 0.47674
P 0.83534 0.28579 1.24616
C 0.32992 -0.63732 2.68614
C 0.26160 -0.02452 3.93479
C -0.12072 -0.77824 5.03511
C -0.43148 -2.12156 4.88562
C -0.36504 -2.72918 3.63558
C 0.01228 -1.98875 2.53010
C 1.07374 2.01461 1.63239
C -0.07344 2.80880 1.72180
C 0.03509 4.14353 2.07366
C 1.28931 4.68890 2.32729
C 2.42794 3.90154 2.23442
C 2.32758 2.56139 1.89020
H 3.25051 0.06569 0.80178
H 2.38434 -1.50309 0.74120
H 0.50880 1.02266 4.05211
H -0.17199 -0.31408 6.01051
H -0.72839 -2.70278 5.74827
H -0.60695 -3.77758 3.52723
H 0.06800 -2.46505 1.55577
H -1.05520 2.37890 1.54514
H -0.85263 4.75607 2.15506
H 1.37738 5.73180 2.60062
H 3.40146 4.32863 2.43345
H 3.22734 1.96406 1.83008
S -2.57368 -1.28280 -1.31623
C -2.04905 -2.09729 -2.79788
N -1.76884 -1.36515 -3.90021
C -1.42314 -1.90699 -5.08183
C -1.35886 -3.26987 -5.22077
C -1.65160 -4.05951 -4.11471
C -1.99244 -3.47310 -2.90369
H -1.80735 -0.34104 -3.82802
H -1.21669 -1.21503 -5.88580
H -1.08796 -3.70272 -6.17216
H -1.61039 -5.13793 -4.19494
H -2.21804 -4.07283 -2.03391
N -1.44492 1.64249 -3.24837
N -0.33676 1.62361 -2.32930
H -1.32704 2.39725 -3.92004
H -2.29235 1.83546 -2.72209
H -0.14868 2.52650 -1.89018
H 0.51967 1.38346 -2.83509
```

Output
* E: -53893.599 eV
* total charge: +2
* Kohn-Sham gap: 8.035 eV
* LUMO level: -6.6972 eV
* energy above the lowest of the compared OMol25 structures with the same formula, charge and spin: 5.55 kcal per mole

Results of the Löwdin charge analysis, in e, for atoms 1 through 4: 0.70 0.07 -0.73 -0.16

[6]
A 2-piece molecular cluster, C2H8N2O overall at a distorted geometry. Source: the OMol25 dataset; level of theory: wB97M-V/def2-TZVPD.

Structure (XYZ):
```
13
C2H8N2O, DFT wB97M-V/def2-TZVPD
H -3.05495 0.08143 -0.20642
N -2.14056 0.33299 0.13148
C -1.27404 -0.40856 -0.42512
N 0.00446 -0.66284 -0.05904
C 0.78310 -1.75600 -0.61311
H -1.53401 -1.00644 -1.31574
H 0.59291 -0.01121 0.43227
H 0.46539 -2.05399 -1.60858
H 1.81680 -1.42637 -0.66670
H 0.70113 -2.65121 0.00938
O 1.88831 2.17080 0.81634
H 2.76233 2.56072 0.71962
H 1.77485 2.17550 1.77570
```

Output
* E: -7230.755 eV
* total charge: 0
* Kohn-Sham gap: 9.339 eV
* SMILES: [H]/N=C/NC.O
* LUMO level: 0.7516 eV
* energy above the lowest of the compared OMol25 structures with the same formula, charge and spin: 36.27 kcal per mole

Results of the Löwdin charge analysis, in e, for atoms 1 through 4: 0.02 0.05 -0.37 -0.06

Repeat the fourth record exactly.
A 2-piece molecular cluster, C3NO3S overall at a distorted geometry. Source: the OMol25 dataset; level of theory: wB97M-V/def2-TZVPD.

Structure (XYZ):
```
8
C3NO3S, DFT wB97M-V/def2-TZVPD
C -1.39058 0.19778 -0.37660
C 0.75966 -1.42521 -0.55699
C 1.10687 1.74050 0.84798
N -0.36833 -1.01385 -0.39602
O -2.41705 -0.15153 -0.85131
O -0.90739 1.27169 -0.08555
O 0.96710 1.30881 1.88447
S 2.24972 -1.92819 -0.46598
```

Output
* E: -21580.239 eV
* total charge: -1
* Kohn-Sham gap: 8.394 eV
* LUMO level: 3.3421 eV
* energy above the lowest of the compared OMol25 structures with the same formula, charge and spin: 16.09 kcal per mole

Results of the Löwdin charge analysis, in e, for atoms 1 through 4: -0.75 -0.86 -0.04 0.14